(1)
# C56H52AsIKN7O5P2

A molecular structure, C56H52AsIKN7O5P2 in a non-equilibrium geometry (ωB97M-V/def2-TZVPD, OMol25).

Positions of all 125 atoms, in Å:
1 I 0.74 -7.35 1.19
2 As 0.59 5.89 0.61
3 K -0.75 -1.58 -0.55
4 P -1.39 -1.95 2.43
5 P 0.33 1.55 -0.93
6 O 4.03 -2.58 2.51
7 O -9.38 -1.62 -0.16
8 O 2.07 -4.03 0.64
9 O 1.37 -1.99 0.17
10 O -8.70 -3.16 -1.50
11 N -8.52 -2.19 -0.80
12 N -2.43 -4.00 4.00
13 N -1.76 -1.96 5.18
14 N -0.35 -4.35 -1.64
15 N -3.42 0.17 -0.74
16 N -0.06 -3.49 4.30
17 N -3.61 -2.54 -0.90
18 C 1.52 1.53 -4.88
19 C 4.18 -2.00 -1.06
20 C 0.40 -4.61 -2.70
21 C -1.80 -1.09 4.02
22 C -3.68 -3.85 -0.95
23 C 1.50 0.98 1.50
24 C -1.09 -4.52 4.20
25 C 1.28 -5.68 -2.76
26 C -7.10 -0.27 -0.64
27 C -2.55 -3.37 2.69
28 C 1.07 1.96 -3.64
29 C -6.02 -2.47 -0.83
30 C 5.85 -1.84 1.13
31 C 4.54 -2.26 1.28
32 C 3.26 5.25 1.37
33 C 4.60 4.91 1.24
34 C -5.71 1.77 -0.55
35 C 3.07 1.44 -0.25
36 C 5.49 -1.57 -1.23
37 C -4.75 -1.84 -0.83
38 C -0.92 8.13 -3.29
39 C 0.03 6.74 -1.05
40 C -3.35 1.47 -0.64
41 C -4.46 2.33 -0.55
42 C 1.76 1.30 0.17
43 C -2.73 -3.04 5.06
44 C -0.23 -5.14 -0.59
45 C 2.49 5.55 0.26
46 C 1.42 -0.24 -2.75
47 C -5.82 0.37 -0.65
48 C 5.18 4.88 -0.01
49 C 1.92 0.22 -5.06
50 C 1.01 1.08 -2.56
51 C -0.03 4.03 0.29
52 C -4.88 -4.57 -0.90
53 C -4.65 -0.39 -0.74
54 C 4.11 1.25 0.63
55 C 2.26 -2.85 0.35
56 C 0.31 3.40 -1.05
57 C -1.16 6.36 -1.68
58 C 3.85 0.93 1.95
59 C 6.32 -1.50 -0.13
60 C 0.25 8.53 -2.66
61 C 0.61 -6.24 -0.55
62 C 1.87 -0.67 -3.99
63 C 3.68 -2.36 0.18
64 C 4.43 5.18 -1.13
65 C -0.44 -2.56 5.35
66 C -7.17 -1.62 -0.74
67 C 3.09 5.51 -1.00
68 C 0.13 -2.81 3.03
69 C 0.71 7.85 -1.55
70 C -6.06 -3.87 -0.84
71 C 2.55 0.80 2.39
72 C -1.63 7.04 -2.79
73 C 1.39 -6.52 -1.66
74 H -0.40 3.71 -1.81
75 H 2.51 5.74 -1.88
76 H -0.82 -4.90 0.28
77 H 2.27 -0.12 -6.03
78 H 0.44 3.49 1.12
79 H 5.13 1.32 0.28
80 H 1.42 -0.93 -1.92
81 H -1.11 3.99 0.49
82 H 4.73 -2.53 3.17
83 H 4.67 0.77 2.64
84 H 0.94 -2.08 3.12
85 H -7.00 -4.39 -0.82
86 H -4.31 3.39 -0.47
87 H 5.18 4.67 2.12
88 H -2.79 -0.63 3.94
89 H -2.35 1.88 -0.63
90 H -2.74 -3.59 6.01
91 H 1.62 8.18 -1.07
92 H -0.83 -5.19 3.39
93 H 2.07 -7.35 -1.67
94 H 1.55 2.23 -5.70
95 H -2.73 -4.37 -1.03
96 H 0.29 -3.94 -3.54
97 H 1.87 -5.84 -3.65
98 H -2.54 6.73 -3.26
99 H -1.29 8.66 -4.15
100 H -1.09 -5.08 5.14
101 H 5.85 -1.31 -2.21
102 H 3.52 -2.06 -1.92
103 H -1.09 -0.27 4.17
104 H 6.23 4.62 -0.11
105 H 2.82 5.28 2.37
106 H 4.88 5.16 -2.11
107 H 7.35 -1.17 -0.24
108 H 2.34 0.54 3.42
109 H -8.00 0.32 -0.56
110 H -3.59 -3.03 2.55
111 H 3.28 1.68 -1.29
112 H 0.48 0.83 1.83
113 H 0.77 2.99 -3.52
114 H -1.73 5.52 -1.30
115 H -6.60 2.37 -0.48
116 H 0.47 -3.52 2.28
117 H 2.19 -1.69 -4.11
118 H -0.44 -3.10 6.30
119 H 0.30 -1.76 5.40
120 H 1.31 3.72 -1.38
121 H -3.72 -2.62 4.89
122 H -2.38 -4.13 1.92
123 H 0.80 9.38 -3.04
124 H 6.50 -1.77 1.99
125 H -4.86 -5.64 -0.92

Properties
HOMO-LUMO gap in eV: 6.730
Lowest unoccupied orbital energy in eV: -1.004
Multiplicity: 1
Net charge: 0
DFT total energy in Eh: -6740.7504

These are the Löwdin partial charges, in e, on atoms 1 to 99: I 0.931; As 1.296; K 0.548; P 0.977; P 1.057; O 0.068; O 0.093; O 0.006; O -0.226; O 0.084; N -0.347; N -0.152; N -0.157; N 0.038; N 0.126; N -0.142; N 0.109; C -0.083; C -0.024; C -0.139; C -0.344; C -0.121; C -0.118; C -0.195; C -0.052; C 0.070; C -0.345; C -0.088; C -0.068; C -0.040; C -0.273; C -0.134; C -0.093; C -0.002; C -0.069; C -0.097; C -0.140; C -0.094; C -0.423; C -0.125; C -0.033; C -0.376; C -0.203; C -0.254; C -0.415; C -0.118; C -0.132; C -0.094; C -0.086; C -0.370; C -0.443; C -0.018; C -0.139; C -0.080; C -0.645; C -0.425; C -0.131; C -0.082; C -0.107; C -0.088; C -0.729; C -0.080; C -0.058; C -0.084; C -0.202; C -0.079; C -0.127; C -0.321; C -0.130; C 0.014; C -0.073; C -0.089; C -0.121; H 0.064; H 0.098; H 0.078; H 0.102; H 0.042; H 0.105; H 0.057; H 0.050; H 0.106; H 0.107; H 0.091; H 0.109; H 0.103; H 0.104; H 0.085; H 0.047; H 0.126; H 0.103; H 0.097; H 0.101; H 0.103; H 0.083; H 0.105; H 0.104; H 0.101; H 0.101



(2)
# C56H52FGeN2O2P4Pd

A molecular structure, C56H52FGeN2O2P4Pd in a non-equilibrium geometry (ωB97M-V/def2-TZVPD, OMol25).

Positions of all 119 atoms, in Å:
1 Pd -0.23 -0.15 -0.47
2 Ge 2.24 2.01 1.98
3 P -0.53 -0.77 1.84
4 P 2.12 -0.68 -0.66
5 P -0.06 2.28 -0.48
6 P -2.52 -1.58 -2.36
7 F 3.31 2.82 3.16
8 O -1.21 -1.68 -3.05
9 O -2.61 -0.76 -1.06
10 N -4.27 -3.65 -1.27
11 N -4.47 0.27 -2.51
12 C 1.26 -4.79 3.23
13 C -0.70 -3.56 2.52
14 C 5.00 1.21 1.64
15 C 2.50 -1.20 -3.44
16 C -4.45 3.10 0.60
17 C -3.13 -1.70 1.52
18 C 1.29 1.70 4.66
19 C 0.18 2.07 -5.05
20 C 1.47 -2.51 2.51
21 C 0.97 -4.55 -0.93
22 C 1.79 6.17 1.04
23 C 0.03 -0.03 5.74
24 C 3.71 0.90 1.16
25 C 0.81 1.10 5.83
26 C 0.64 3.79 0.19
27 C -3.47 2.98 1.58
28 C -0.33 -0.51 4.48
29 C 2.03 -5.27 -0.40
30 C -3.04 -3.34 -2.09
31 C 2.93 1.04 -2.61
32 C 6.14 0.60 1.13
33 C 2.92 -0.79 -4.70
34 C 2.16 -2.48 -0.52
35 C 1.03 1.19 3.38
36 C -0.20 1.15 -2.88
37 C -0.11 -4.73 2.99
38 C 6.05 -0.30 0.10
39 C -2.79 2.65 -1.11
40 C -2.16 2.71 1.23
41 C -1.81 2.55 -0.12
42 C 2.26 4.96 1.55
43 C 3.62 -0.07 0.13
44 C -2.89 0.18 3.01
45 C 0.44 3.30 -4.46
46 C 0.14 0.09 3.30
47 C 2.05 -3.67 2.99
48 C -4.51 -1.68 1.73
49 C 0.40 3.47 -3.08
50 C -4.28 0.22 3.18
51 C 0.73 6.20 0.15
52 C -4.11 2.94 -0.74
53 C 3.21 -3.21 0.05
54 C 0.06 2.37 -2.28
55 C 3.34 1.43 -3.88
56 C -0.13 0.97 -4.25
57 C 4.79 -0.62 -0.41
58 C 3.34 0.52 -4.92
59 C 2.53 -0.28 -2.38
60 C 1.02 -3.16 -0.98
61 C 0.14 5.01 -0.26
62 C -2.31 -0.77 2.17
63 C 0.10 -2.43 2.27
64 C -3.84 -0.75 -3.40
65 C -5.09 -0.72 2.55
66 C 3.14 -4.60 0.09
67 C 1.69 3.74 1.14
68 H 0.24 1.96 -6.13
69 H -2.67 -2.43 0.85
70 H 3.97 -5.16 0.53
71 H 0.66 4.43 -2.64
72 H -0.46 0.23 -2.30
73 H -4.87 3.10 -1.51
74 H 2.27 7.09 1.35
75 H -1.38 2.66 1.99
76 H 0.09 -5.06 -1.32
77 H -4.72 0.99 3.82
78 H -0.31 -0.02 -4.69
79 H 1.71 -5.71 3.61
80 H 4.71 -1.30 -1.26
81 H 1.99 -6.36 -0.37
82 H 2.18 -2.23 -3.28
83 H 6.93 -0.76 -0.35
84 H 3.13 -3.71 3.19
85 H 0.21 -2.59 -1.43
86 H -0.74 -5.60 3.19
87 H -2.27 0.92 3.52
88 H -5.17 -2.43 1.27
89 H 1.92 2.60 4.75
90 H 1.10 1.53 6.79
91 H -2.19 -3.84 -1.59
92 H 4.08 -2.70 0.48
93 H -5.47 0.06 -2.31
94 H -4.32 -4.66 -1.04
95 H -3.34 -0.24 -4.24
96 H 0.70 4.16 -5.09
97 H 2.92 -1.51 -5.52
98 H -0.32 -0.55 6.63
99 H 3.68 0.83 -5.92
100 H -3.15 -3.83 -3.07
101 H -1.78 -3.51 2.41
102 H -6.16 -0.71 2.72
103 H -4.61 -1.42 -3.84
104 H 2.93 1.76 -1.79
105 H -2.52 2.57 -2.17
106 H -3.74 3.10 2.64
107 H -5.13 -3.38 -1.77
108 H -0.74 5.00 -0.93
109 H 3.66 2.46 -4.05
110 H -0.99 -1.38 4.41
111 H -4.27 -3.13 -0.36
112 H 3.06 4.93 2.29
113 H -3.95 0.25 -1.62
114 H 0.35 7.15 -0.23
115 H -5.48 3.34 0.88
116 H 2.09 -1.63 2.30
117 H -4.37 1.22 -2.89
118 H 5.09 1.94 2.45
119 H 7.11 0.88 1.57

Properties
HOMO-LUMO gap (alpha / beta) in eV: 6.617 / 6.112
Lowest unoccupied orbital energy (alpha / beta) in eV: -7.762 / -9.067
Multiplicity: 3
Net charge: +3
DFT total energy in Eh: -6094.4665
<S²>: 2.011

These are the Löwdin partial charges, in e, on atoms 1 to 99: Pd 0.431; Ge 1.013; P 1.045; P 1.037; P 1.034; P 0.453; F -0.296; O -0.318; O -0.402; N 0.168; N 0.133; C -0.049; C -0.084; C -0.075; C -0.065; C -0.047; C -0.154; C -0.083; C -0.049; C -0.110; C -0.065; C -0.034; C -0.035; C -0.224; C -0.036; C -0.393; C -0.061; C -0.105; C -0.048; C -0.177; C -0.105; C -0.037; C -0.057; C -0.365; C -0.222; C -0.189; C -0.062; C -0.034; C -0.105; C -0.084; C -0.359; C -0.061; C -0.389; C -0.083; C -0.048; C -0.391; C -0.058; C -0.087; C -0.043; C -0.052; C -0.040; C -0.090; C -0.079; C -0.372; C -0.059; C -0.065; C -0.109; C -0.054; C -0.374; C -0.131; C -0.094; C -0.345; C -0.359; C -0.145; C -0.054; C -0.055; C -0.236; H 0.127; H 0.073; H 0.129; H 0.107; H 0.013; H 0.111; H 0.127; H 0.111; H 0.104; H 0.126; H 0.112; H 0.126; H 0.121; H 0.125; H 0.112; H 0.129; H 0.130; H 0.052; H 0.117; H 0.113; H 0.095; H 0.108; H 0.127; H 0.104; H 0.110; H 0.181; H 0.192; H 0.119; H 0.128; H 0.120; H 0.126; H 0.126